Here is C4H4 in the gas phase from OMol25. Energies are from the ωB97M-V functional and the def2-TZVPD basis.

## Properties
DFT total energy ... -154.62818 Eh
Energy above the lowest of the compared OMol25 structures with the same formula, charge and spin ... 57.9 kcal per mole
Charge ... 0
Spin multiplicity ... 1

Positions of all 8 atoms, in Å:
C -1.41 -0.02 -0.13
C -0.72 1.06 0.23
C 0.71 0.61 -0.11
C -0.10 -0.63 0.06
H -2.46 -0.21 -0.31
H 1.03 0.72 -1.17
H 1.49 1.04 0.62
H 0.02 -1.60 0.76



Here is 2 unconnected molecules or ions with the total composition C4H4 from OMol25. Energies are from the ωB97M-V functional and the def2-TZVPD basis.

## Properties
DFT total energy ... -154.62553 Eh
Energy above the lowest of the compared OMol25 structures with the same formula, charge and spin ... 59.6 kcal per mole
Charge ... 0
Spin multiplicity ... 1

Positions of all 8 atoms, in Å:
C 1.09 -1.01 -0.53
C 0.55 -1.33 -1.55
H 1.60 -0.73 0.32
H 0.10 -1.97 -2.36
C -1.30 0.95 0.86
C -0.38 1.66 1.09
H -2.29 0.47 1.17
H 0.63 1.97 1.00



Here is 16 unconnected molecules or ions with the total composition C4H41NO15 from OMol25. Energies are from the ωB97M-V functional and the def2-TZVPD basis.

## Properties
DFT total energy ... -1360.36752 Eh
Energy above the lowest of the compared OMol25 structures with the same formula, charge and spin ... 29.2 kcal per mole
Charge ... 0
Spin multiplicity ... 1

Positions of all 61 atoms, in Å:
C 0.58 -0.31 0.58
N 1.83 0.20 0.02
C 3.41 -1.75 0.30
C 3.06 -0.31 0.62
C 3.11 -0.01 2.12
H 0.26 0.16 1.51
H 0.72 -1.35 0.86
H -0.18 -0.26 -0.19
H 1.86 0.02 -0.98
H 3.20 -2.05 -0.73
H 2.84 -2.48 0.88
H 4.46 -1.93 0.50
H 3.86 0.30 0.20
H 2.32 -0.50 2.65
H 3.23 1.06 2.28
H 4.03 -0.39 2.57
H 2.57 -0.64 -3.50
H 1.34 -1.13 -2.76
O 1.93 -0.35 -2.84
H -1.77 2.53 2.18
H -0.31 2.92 2.47
O -1.17 2.80 2.90
H -1.58 0.86 4.89
H -1.63 1.23 3.49
O -2.04 0.57 4.09
H -2.10 -1.67 1.25
H -2.08 -1.87 -0.33
O -1.64 -2.09 0.49
H -1.25 3.61 -2.32
H -2.13 4.50 -1.42
O -2.02 3.59 -1.74
H -3.76 -0.27 2.57
H -2.75 -1.23 3.19
O -3.31 -1.10 2.41
H 2.02 3.44 0.98
H 1.59 1.99 0.96
O 1.26 2.88 1.18
H 0.46 1.09 -2.74
H -0.17 1.78 -1.64
O -0.40 1.49 -2.53
H -2.13 0.96 -3.02
H -3.69 1.03 -2.92
O -2.92 0.53 -2.64
H -3.14 -1.86 -2.88
H -1.98 -1.19 -2.18
O -2.37 -2.06 -2.34
H 0.85 -3.65 -0.93
H -0.41 -3.36 0.03
O 0.51 -3.68 -0.04
H -2.20 2.53 -0.29
H -2.70 1.15 0.05
O -2.17 1.86 0.42
H 1.47 3.40 -1.38
H 2.60 2.43 -1.89
O 2.18 3.29 -2.01
H -0.59 -3.03 -2.90
H 0.45 -2.76 -3.94
O 0.37 -2.87 -2.99
H 2.01 -3.08 2.06
H 0.98 -3.50 3.15
O 1.89 -3.25 2.99



Here is 25 unconnected molecules or ions with the total composition C4H48BO32 from OMol25. Energies are from the ωB97M-V functional and the def2-TZVPD basis.

## Properties
DFT total energy ... -2614.02474 Eh
Energy above the lowest of the compared OMol25 structures with the same formula, charge and spin ... 0.0 kcal per mole
Charge ... -1
Spin multiplicity ... 1

Positions of all 85 atoms, in Å:
O 14.74 -1.96 6.98
C 14.23 -2.10 5.86
O 14.78 -1.71 4.85
B 13.83 -1.90 3.73
O 12.61 -2.31 4.38
C 12.81 -2.30 5.62
O 12.10 -2.98 6.31
O 14.33 -2.86 2.67
C 14.26 -2.26 1.60
O 14.31 -2.98 0.58
C 13.93 -0.91 1.76
O 13.63 -0.68 2.96
O 13.49 -0.22 0.84
O 16.95 -3.49 8.47
H 16.50 -2.79 8.97
H 16.31 -4.17 8.24
O 17.18 -2.46 2.87
H 17.43 -2.10 2.00
H 16.34 -2.92 2.68
O 10.97 -1.89 1.70
H 10.15 -1.45 1.48
H 11.30 -1.26 2.39
O 9.39 -1.08 6.47
H 10.12 -0.78 7.01
H 9.43 -2.00 6.71
O 9.10 -3.72 7.35
H 9.52 -4.31 6.78
H 8.12 -3.86 7.28
O 10.87 1.02 1.14
H 11.37 0.41 0.63
H 11.09 1.89 0.78
O 13.89 0.96 8.43
H 14.29 0.13 8.66
H 13.79 0.86 7.46
O 14.49 -5.14 4.89
H 15.20 -4.51 4.92
H 14.85 -5.82 4.34
O 11.93 -5.40 3.79
H 12.76 -5.00 4.17
H 12.04 -5.09 2.91
O 12.45 -4.96 8.02
H 12.18 -4.23 7.44
H 11.77 -5.35 8.54
O 12.39 1.97 3.31
H 13.29 1.66 3.15
H 11.86 1.52 2.69
O 13.34 0.78 5.70
H 13.58 1.11 4.86
H 12.53 1.31 5.88
O 17.05 -0.26 4.56
H 17.41 -0.82 3.90
H 16.24 -0.69 4.81
O 15.55 -1.22 9.88
H 15.84 -1.27 10.83
H 14.95 -1.95 9.73
O 15.65 -3.30 -1.67
H 15.11 -3.48 -0.96
H 15.44 -4.01 -2.29
O 12.91 -4.88 -1.58
H 12.70 -4.60 -0.67
H 12.89 -5.86 -1.62
O 16.98 -0.40 7.65
H 16.39 -1.16 7.59
H 17.09 -0.38 8.60
O 9.85 -3.20 4.36
H 10.52 -2.51 4.42
H 10.37 -3.98 4.42
O 10.60 -0.06 4.14
H 11.28 0.59 4.28
H 10.28 -0.33 5.01
O 15.23 1.59 3.34
H 15.94 1.08 3.72
H 15.29 2.34 3.88
O 15.19 2.18 0.26
H 15.70 2.33 -0.53
H 14.87 1.29 0.15
O 11.80 -1.57 -0.98
H 12.41 -0.94 -0.70
H 11.41 -1.98 -0.23
O 14.02 -6.03 1.07
H 13.71 -6.84 1.45
H 13.25 -5.50 1.01
O 16.94 -3.90 5.77
H 17.13 -3.47 6.57
H 17.45 -3.61 5.02



Here is 2 unconnected molecules or ions with the total composition C4H4BF2IO9PS from OMol25. Energies are from the ωB97M-V functional and the def2-TZVPD basis.

## Properties
DFT total energy ... -2094.15848 Eh
Charge ... -1
Spin multiplicity ... 1

Positions of all 23 atoms, in Å:
O -0.07 1.02 2.67
S -0.50 0.89 1.33
O -0.27 1.91 0.37
O -0.04 -0.51 0.74
C -1.14 -1.43 0.77
C -2.32 -0.53 0.44
P -4.02 -1.26 0.60
O -4.89 0.12 0.40
I -4.06 -1.54 3.03
O -2.09 0.56 1.35
H -1.22 -1.83 1.78
H -0.95 -2.21 0.04
H -2.20 -0.14 -0.58
H -5.08 0.58 1.22
B 3.62 0.10 -0.49
O 2.22 0.04 -1.03
C 2.16 0.55 -2.23
O 1.19 0.63 -2.93
C 3.59 1.03 -2.61
O 3.89 1.55 -3.66
O 4.39 0.76 -1.61
F 4.11 -1.17 -0.26
F 3.67 0.88 0.65



Here is a molecular structure, C4H4Br12 from OMol25. Energies are from the ωB97M-V functional and the def2-TZVPD basis.

## Properties
DFT total energy ... -31042.94016 Eh
Energy above the lowest of the compared OMol25 structures with the same formula, charge and spin ... 6.8 kcal per mole
<S²> ... 0.755
Charge ... -1
Spin multiplicity ... 2

Positions of all 20 atoms, in Å:
C -16.05 -23.48 17.27
Br -14.24 -24.26 17.24
Br -17.54 -24.70 16.53
Br -15.97 -21.77 16.34
H -16.41 -23.49 18.30
C -21.93 -19.86 12.09
Br -22.21 -21.01 10.49
Br -22.85 -20.63 13.60
Br -22.26 -17.89 11.77
H -20.85 -19.87 12.25
C -12.45 -19.30 14.76
Br -12.69 -19.70 16.74
Br -14.31 -19.12 14.06
Br -11.37 -20.64 13.85
H -11.83 -18.41 14.65
C -17.98 -19.76 14.40
Br -18.09 -18.19 13.12
Br -19.33 -21.12 13.85
Br -18.10 -19.02 16.34
H -16.99 -20.20 14.29



Here is C4H4Br2 in the gas phase from OMol25. Energies are from the ωB97M-V functional and the def2-TZVPD basis.

## Properties
DFT total energy ... -5302.77433 Eh
Energy above the lowest of the compared OMol25 structures with the same formula, charge and spin ... 13.5 kcal per mole
Charge ... 0
Spin multiplicity ... 1

Positions of all 10 atoms, in Å:
Br 0.79 -2.26 -0.13
C 1.56 -0.55 0.16
C 0.90 0.57 -0.10
C -0.48 0.48 -0.57
C -1.36 0.13 0.34
Br -3.25 -0.12 -0.06
H 2.62 -0.59 0.69
H 1.16 1.59 -0.07
H -0.80 0.89 -1.59
H -1.14 -0.16 1.34



Here is 2 unconnected molecules or ions with the total composition C4H4BrClF2 from OMol25. Energies are from the ωB97M-V functional and the def2-TZVPD basis.

## Properties
DFT total energy ... -3388.54815 Eh
Energy above the lowest of the compared OMol25 structures with the same formula, charge and spin ... 59.0 kcal per mole
Charge ... 0
Spin multiplicity ... 1

Positions of all 12 atoms, in Å:
C -1.46 0.55 -0.93
C -1.86 1.10 0.14
C -0.24 -0.38 -0.88
C -4.38 -1.07 0.10
F -3.97 -1.53 -1.06
F -4.90 -2.02 0.81
Cl -3.05 1.92 0.90
Br -5.70 0.40 -0.13
H -1.47 1.04 -1.92
H -0.19 -0.99 0.05
H 0.73 0.13 -1.14
H -0.48 -1.04 -1.75